Molecular formula: C43H38ClN3O7PSSr
Method: DFT, wB97M-V/def2-TZVPD

Structure (XYZ):
```
95
Properties=species:S:1:pos:R:3:nbo_charge:R:1
Sr 0.696 0.498 0.471 1.7879
C 1.019 2.895 -3.370 -0.2326
O 0.248 4.021 -2.975 -0.5404
C -0.749 3.910 -2.025 0.2805
C -1.637 4.964 -2.030 -0.2668
C -2.678 5.046 -1.105 -0.2803
C -2.825 4.036 -0.185 -0.1997
C -1.945 2.945 -0.146 -0.2019
C -2.190 1.935 0.864 0.1103
N -1.463 0.894 1.024 -0.4220
N -1.768 0.048 2.059 -0.4772
C -1.010 -1.031 2.065 0.5573
O -0.178 -1.396 1.171 -0.8452
C -1.178 -1.890 3.279 -0.1162
C -0.949 -3.258 3.192 -0.1791
C -1.066 -4.063 4.315 -0.2271
C -1.390 -3.500 5.541 -0.2229
C -1.607 -2.131 5.638 -0.2482
C -1.505 -1.329 4.512 -0.1200
C -0.841 2.861 -1.055 0.3267
O 0.024 1.901 -0.999 -0.9093
H 1.417 3.143 -4.358 0.1640
H 0.421 1.994 -3.438 0.1898
H 1.844 2.708 -2.683 0.1761
H -1.499 5.735 -2.778 0.2068
H -3.348 5.897 -1.112 0.1986
H -3.637 4.072 0.535 0.1966
H -3.054 2.082 1.519 0.1616
H -0.671 -3.677 2.232 0.2266
H -0.895 -5.130 4.239 0.2036
H -1.467 -4.125 6.423 0.2000
H -1.847 -1.691 6.598 0.2013
H -1.670 -0.262 4.563 0.2262
Cl 2.020 -0.474 -1.985 0.0130
C 1.813 -1.624 -3.265 -0.0226
C 2.880 -1.868 -4.114 -0.2222
C 2.740 -2.787 -5.140 -0.2027
C 1.535 -3.449 -5.313 -0.2350
C 0.473 -3.197 -4.458 -0.1338
C 0.586 -2.282 -3.414 -0.3675
P -0.715 -1.948 -2.144 0.8632
C -1.575 -0.517 -2.904 -0.2377
C -1.370 -0.060 -4.201 -0.2624
C -2.163 0.960 -4.713 -0.2096
C -3.155 1.533 -3.934 -0.2138
C -3.361 1.083 -2.636 -0.1910
C -2.578 0.060 -2.126 -0.2278
C -1.944 -3.242 -2.635 -0.3396
C -2.961 -3.071 -3.572 -0.1597
C -3.799 -4.128 -3.898 -0.2219
C -3.637 -5.366 -3.293 -0.2189
C -2.636 -5.542 -2.349 -0.2162
C -1.803 -4.485 -2.019 -0.1965
H 3.813 -1.340 -3.962 0.2237
H 3.575 -2.985 -5.800 0.2138
H 1.418 -4.166 -6.116 0.2113
H -0.463 -3.721 -4.604 0.2173
H -0.592 -0.498 -4.815 0.2157
H -1.999 1.311 -5.725 0.2064
H -3.760 2.339 -4.330 0.2114
H -4.121 1.541 -2.018 0.2203
H -2.729 -0.292 -1.113 0.2323
H -3.101 -2.112 -4.053 0.2168
H -4.583 -3.984 -4.633 0.2062
H -4.293 -6.188 -3.552 0.2069
H -2.511 -6.503 -1.865 0.2112
H -1.024 -4.614 -1.274 0.2231
C 8.413 1.024 -1.226 -0.6277
C 7.578 -0.016 -0.527 -0.0080
C 6.318 -0.366 -1.003 -0.2114
C 5.559 -1.333 -0.363 -0.1834
C 6.067 -1.950 0.768 -0.2756
C 7.316 -1.615 1.264 -0.2128
C 8.068 -0.651 0.612 -0.2161
S 5.117 -3.229 1.570 2.3192
O 5.924 -3.752 2.640 -0.9604
O 4.639 -4.112 0.545 -0.9437
N 3.818 -2.485 2.222 -0.8616
C 4.093 -1.448 3.229 -0.2250
C 2.828 -0.650 3.520 -0.5236
C 2.304 0.177 2.336 0.7604
O 1.386 0.990 2.564 -0.7758
O 2.791 -0.024 1.188 -0.8378
H 7.910 1.400 -2.117 0.2145
H 9.376 0.606 -1.523 0.2156
H 8.612 1.869 -0.565 0.2195
H 5.924 0.128 -1.883 0.2095
H 4.578 -1.606 -0.732 0.2380
H 7.680 -2.124 2.146 0.2418
H 9.048 -0.385 0.992 0.2051
H 3.243 -2.091 1.474 0.4296
H 4.886 -0.764 2.897 0.1866
H 4.442 -1.955 4.129 0.2108
H 2.991 0.035 4.350 0.2308
H 2.020 -1.331 3.806 0.2434
```

The value obtained for the largest force on an atom is 0.0566 hartree/bohr. The value obtained for the LUMO energy is 2.26 eV. For the HOMO energy, the calculation gives -4.4 eV. As for the net charge: -1. For the orbital gap, the calculation gives 6.69 eV. Its multiplicity is 1.